(1)
Density functional theory data (the ωB97M-V functional and the def2-TZVPD basis) for a structure of composition C30H40ClCsN3O3S at a distorted geometry.

Properties
- LUMO: 2.13 eV
- Gap between HOMO and LUMO: 5.335 eV
- Net charge: -1
- HOMO: -3.205 eV

```
79
Properties=species:S:1:pos:R:3:forces:R:3:lowdin_charge:R:1
H -0.681376 0.259459 4.932192 -0.006 -0.015 -0.039 0.0427
C -1.502368 -3.508394 -0.501464 0.073 0.154 -0.027 -0.4815
C 3.225969 1.265675 3.269052 -0.136 -0.113 0.038 -0.1341
C -4.149477 -0.916889 -3.960304 0.017 -0.023 0.010 -0.1084
O 2.197599 -1.645528 -1.564890 0.415 -0.415 0.126 -0.1533
H 0.253205 -1.288432 -4.436772 0.049 0.030 -0.002 0.0830
N 1.207594 0.832055 4.333067 -0.226 -0.069 0.192 -0.1653
H -3.211812 1.728070 1.719454 0.056 0.026 -0.019 0.0622
H -0.670655 -5.475997 -0.414637 -0.006 -0.017 -0.004 0.0817
C -1.512056 2.406307 0.575089 0.080 0.054 -0.081 -0.3108
C -0.327726 3.175117 0.480365 -0.126 -0.059 -0.109 -0.3172
H -3.036629 -2.828673 0.839494 0.044 0.039 0.019 0.0907
C 4.665549 -4.084668 2.043253 0.081 -0.051 0.077 -0.6628
C 3.427969 -4.383735 1.503768 -0.034 0.020 -0.040 -0.1006
H 4.272499 1.033660 3.459184 0.029 -0.049 -0.022 0.1111
H 0.014819 3.603724 2.568779 -0.023 0.006 -0.042 0.0604
H -0.183363 1.876897 5.470152 -0.011 0.024 0.020 0.0870
S 0.104850 -1.143536 2.833988 0.582 0.337 0.143 0.6235
H -5.034630 -1.260417 -3.435937 0.016 0.026 -0.025 0.0995
H 0.482295 0.430399 6.265030 0.016 -0.002 -0.002 0.0866
H -4.180550 2.225304 -1.140612 0.045 -0.024 -0.027 0.0734
Cl 5.439746 -5.247160 3.108557 -0.067 0.136 -0.114 0.6108
C 0.559613 3.588040 1.618057 0.049 0.029 0.093 -0.0521
H 0.911133 5.408173 -1.054171 0.022 -0.025 -0.007 0.0668
Cs 0.492291 0.470831 -1.136847 -2.229 0.572 -0.748 1.4358
C -1.780368 -1.138208 -4.378661 0.297 -0.147 -0.034 -0.3226
C -1.408261 3.102824 -3.104287 -0.087 0.017 0.045 -0.0680
C -1.185993 2.947058 -1.625956 -0.213 0.316 0.093 -0.3990
H 2.943693 -5.320596 1.747045 0.005 0.031 -0.018 0.1011
H -2.403998 -5.367962 -0.026510 0.035 -0.007 0.006 0.0877
C 1.304139 -0.039406 3.303683 -0.248 -0.149 -0.121 -0.7919
C -2.037547 2.257754 -0.729067 -0.083 0.260 0.018 -0.3590
H -1.770701 4.106399 -3.363662 0.055 -0.008 -0.039 0.0718
C -3.075098 0.591998 -5.466869 0.030 -0.012 0.003 -0.1140
H 6.274669 -2.687450 2.201207 -0.022 0.030 -0.028 0.0980
C -3.316609 1.546640 -1.085902 -0.002 0.057 0.080 -0.0616
C -2.945002 -1.565847 -3.732649 -0.054 0.046 -0.050 -0.0420
H -3.573684 0.787917 -0.337871 0.038 0.015 -0.046 0.0557
H -5.173801 0.677721 -4.988687 0.013 -0.013 0.002 0.0915
H -1.445614 -2.099431 1.071046 -0.031 -0.014 -0.003 -0.0051
H 3.176136 2.109445 2.580548 0.001 0.036 -0.018 0.1024
N 2.512312 0.113208 2.723338 0.033 0.107 -0.100 0.0409
O 2.698714 -0.048530 -0.068384 1.670 -0.992 0.501 -0.3645
C 2.830995 -3.462417 0.655176 -0.054 -0.120 -0.046 -0.0106
H 1.981118 4.014416 -1.089583 -0.035 -0.015 -0.015 0.0665
H -1.709990 0.964357 2.222287 0.057 -0.025 -0.047 0.0189
H -3.260900 1.036463 -2.052206 0.034 -0.002 0.000 0.0453
N -0.572740 -1.818909 -4.216733 -0.300 0.084 0.084 0.1152
H 0.988820 4.407600 -2.495110 -0.009 -0.035 0.040 0.0586
C -4.233507 0.166466 -4.829115 0.110 -0.086 0.053 -0.1207
C 2.453610 1.541789 4.562527 -0.078 -0.006 -0.077 -0.1251
C 0.148343 0.850009 5.309504 0.109 0.033 -0.053 -0.0678
C -1.428009 -4.888927 0.098205 -0.065 0.001 0.154 -0.0162
C -0.131266 3.513954 -0.878588 -0.106 0.052 0.153 -0.3686
H -0.968305 0.299743 -5.747861 -0.015 0.004 0.007 0.1080
C 4.677710 -1.965785 0.936893 -0.008 0.072 0.039 -0.0247
H 2.966309 1.136299 5.442311 0.012 -0.019 0.025 0.1183
C -2.137370 1.899483 1.846729 -0.092 0.038 0.064 -0.0655
C -2.161905 -2.435579 0.315844 -0.122 -0.040 0.008 -0.0158
H 0.976332 4.591174 1.467639 -0.042 -0.024 -0.015 0.0681
H 1.868961 -3.680350 0.205386 0.044 0.020 0.005 0.1160
C -1.865388 -0.049031 -5.247391 -0.082 0.088 -0.045 -0.0538
H -0.503214 2.930456 -3.702443 0.006 0.004 0.032 0.0628
O -1.031787 -3.287256 -1.595369 0.012 -0.024 -0.049 0.0437
H -2.888608 -2.405550 -3.051937 -0.005 0.014 -0.009 0.0948
H -1.225766 -4.840380 1.170484 0.022 0.000 -0.053 0.0853
H -2.037262 2.629588 2.660444 0.004 -0.003 -0.057 0.0611
C 2.722996 -1.249415 -0.513997 0.590 0.354 0.256 -0.7550
H -3.103097 1.445363 -6.134872 -0.017 -0.018 0.019 0.1004
H 5.146582 -1.008662 0.732314 -0.031 -0.068 0.016 0.1205
C 5.305078 -2.888560 1.764114 0.018 -0.002 0.016 -0.1092
H 2.600084 -0.066946 1.714308 0.039 -0.139 -0.045 0.0716
C 3.440427 -2.247175 0.370544 -0.097 -0.257 0.017 -0.1377
H 1.420019 2.922504 1.776530 -0.046 -0.024 -0.078 0.0472
C 0.989520 4.368785 -1.401335 -0.030 0.017 -0.032 -0.0702
H -2.441864 -1.577168 -0.293620 0.033 -0.049 -0.071 0.0765
H -2.163721 2.401287 -3.464674 0.028 -0.027 0.007 0.0442
H -0.478274 -2.345465 -3.358122 -0.026 0.024 -0.001 0.0476
H 2.268593 2.604027 4.729508 0.000 0.014 -0.001 0.1197
```
Forces are in eV/Å.


(2)
Density functional theory data (the ωB97M-V functional and the def2-TZVPD basis) for a structure of composition C30H40CoN3O6S3Sb at a distorted geometry.

Properties
- Spin multiplicity: 2
- LUMO (alpha / beta): -1.10 / -1.09 eV
- ⟨S²⟩: 0.756
- Gap between HOMO and LUMO (alpha / beta): 6.324 / 6.789 eV
- HOMO (alpha / beta): -7.426 / -7.878 eV

```
84
Properties=species:S:1:pos:R:3:forces:R:3:mulliken_spin:R:1
H -2.932579 0.261266 2.147130 0.022 0.090 -0.002 0.0002
H 3.964937 -0.364816 3.297496 -0.022 -0.001 0.020 -0.0002
H -1.023390 -2.469261 0.301783 -0.022 0.007 0.113 0.0080
H 1.955410 4.432695 -4.170817 0.032 -0.015 0.012 -0.0002
C -1.001419 2.694999 1.302947 0.097 0.051 -0.001 0.0027
Sb 0.395371 -0.009142 1.343810 -0.234 -0.187 -0.311 -0.0379
C 4.867415 2.541198 -2.511602 -0.029 -0.001 0.000 -0.0002
H -2.042913 -3.206746 1.549968 0.045 0.026 0.001 -0.0001
H 2.318213 -2.449673 -1.797198 -0.039 -0.004 -0.001 0.0000
C 3.568063 2.081260 -2.346439 -0.063 0.076 -0.055 0.0021
C -1.155842 -2.578659 1.382547 -0.038 -0.031 -0.029 -0.0070
S -2.461469 1.128598 -2.143836 0.123 0.084 0.051 -0.0013
H -1.622743 -0.549828 4.142863 0.012 0.132 0.028 -0.0003
H -0.292967 3.043489 3.988779 -0.012 -0.066 -0.010 0.0004
S 3.415028 0.705822 -1.206670 -0.074 0.010 -0.036 0.0000
H -1.291691 1.610217 3.765562 -0.083 -0.085 0.022 0.0006
H -1.103734 3.735090 1.640454 -0.007 -0.050 -0.010 0.0001
H 1.070144 -0.947151 4.436799 0.011 -0.014 -0.013 -0.0003
O 0.503787 1.823808 -1.556716 -0.017 -0.024 -0.135 -0.0278
H 3.484837 -2.462807 2.057540 -0.024 0.017 -0.034 0.0001
H 2.007978 -4.922559 -2.076899 -0.011 0.024 0.002 0.0000
C -6.498518 -0.624751 -1.061287 0.013 -0.095 -0.030 -0.0004
C 1.380902 2.821946 1.938031 0.099 0.093 0.054 -0.0010
H -7.008298 1.342882 -0.377503 0.019 -0.007 -0.009 0.0000
N -1.468279 -0.257304 -1.957885 0.224 1.226 0.050 -0.0022
C 2.784735 3.913033 -3.710413 -0.040 -0.010 0.001 0.0008
O 2.983185 1.294434 0.041852 0.089 -0.156 -0.264 0.0025
O 0.759385 1.028333 -3.779357 -0.119 -0.005 -0.058 0.0383
H 1.951297 -2.672000 1.198650 0.031 0.029 0.019 -0.0015
H -3.460519 -2.665005 -2.588790 -0.036 -0.010 0.009 0.0003
C -1.918470 -1.415780 -2.194121 -0.552 -0.830 -0.053 -0.0193
H 1.183814 3.860555 2.235408 -0.010 -0.038 0.014 0.0003
C 0.093918 2.022195 2.135097 -0.008 -0.085 0.083 0.0221
C -1.176863 -3.835413 -2.351189 -0.234 -0.164 -0.062 0.0022
H 3.119689 -1.453322 0.655501 0.004 0.022 -0.022 0.0017
H -4.766645 2.281000 -0.881193 -0.018 -0.065 -0.015 0.0001
O 2.384667 -0.225643 -1.766699 0.057 -0.043 -0.058 0.0082
S 0.819144 2.242178 -2.965240 -0.069 -0.135 -0.029 -0.0041
O 0.030104 3.356491 -3.402144 0.031 0.030 -0.012 0.0033
H -1.974254 2.220804 1.414676 -0.115 -0.120 0.032 -0.0005
H 2.206890 2.448959 2.551423 -0.231 0.188 -0.189 -0.0003
C 1.595620 -1.614929 3.752187 0.242 -0.041 0.001 0.0025
N 0.325349 -2.039372 -1.990848 0.423 -0.068 -0.055 0.0063
H -2.508811 -2.003433 3.699517 0.048 0.049 -0.009 -0.0002
H 2.708369 0.825659 3.643577 0.042 -0.121 -0.040 0.0001
C -1.554989 -1.469839 3.568682 -0.145 -0.156 -0.062 0.0037
N -3.227241 -1.701510 -2.426317 -0.309 -0.105 -0.191 -0.0013
C -4.988860 1.240657 -1.093674 -0.063 0.105 0.075 -0.0012
C 3.093955 0.151247 2.872667 0.110 -0.115 0.070 0.0000
C 4.085325 4.368918 -3.856738 0.077 0.013 -0.011 -0.0005
C -6.241617 0.711038 -0.805592 0.060 0.077 -0.013 0.0001
H 0.955414 -2.472687 3.542826 0.156 0.040 -0.036 0.0011
C 1.344026 -2.895496 -1.955319 0.163 0.163 0.053 0.0003
C 1.156834 -4.257295 -2.112798 0.102 -0.047 0.015 0.0006
C -5.503087 -1.435376 -1.594552 -0.037 -0.086 0.025 -0.0001
H -5.688885 -2.489556 -1.772567 -0.003 0.038 0.011 0.0000
C 2.682165 -1.927075 1.533784 0.067 -0.026 0.081 0.0046
H 3.434033 0.738170 2.020213 -0.028 -0.112 0.152 0.0014
H -2.492137 -0.207316 0.507235 -0.001 0.021 -0.084 0.0044
C 5.126937 3.676911 -3.263623 -0.014 0.052 -0.040 0.0005
H -2.187153 -4.194676 -2.499322 0.060 -0.015 0.012 -0.0003
C -0.291468 2.011442 3.611237 0.066 0.108 0.017 -0.0013
H 4.279403 5.260762 -4.439245 -0.003 -0.023 0.014 0.0000
H -0.303022 -5.793442 -2.434445 -0.015 0.024 0.001 -0.0003
Co 0.453388 -0.135849 -1.726239 0.560 0.640 0.625 0.9495
H -0.779890 -2.088707 4.013494 -0.224 0.070 -0.028 0.0004
C -0.122112 -4.733594 -2.311634 -0.089 -0.129 -0.027 -0.0033
C -0.913216 -2.492176 -2.190487 -0.123 -0.304 -0.066 0.0179
H -3.433182 -1.308366 1.527656 0.037 0.051 -0.012 0.0001
H 1.705810 2.816682 0.897375 -0.079 0.061 0.155 0.0011
O 4.697468 0.054350 -1.199923 -0.036 -0.033 0.018 -0.0005
C -2.612690 -0.575237 1.525583 -0.023 -0.032 0.020 -0.0043
C -4.268612 -0.892966 -1.904380 0.019 -0.293 -0.016 0.0002
C -1.342368 -1.224744 2.072594 0.101 0.058 0.123 0.0133
H 2.483047 -1.993545 4.277175 -0.030 0.012 -0.018 -0.0005
H -0.744216 2.713253 0.242232 -0.006 -0.003 0.059 -0.0013
H 5.670867 1.994148 -2.038589 -0.013 0.013 -0.009 0.0001
H -0.290790 -3.124110 1.766876 0.010 0.008 -0.005 -0.0003
H -7.469410 -1.047422 -0.835938 0.042 0.008 -0.011 0.0000
C -4.014317 0.443860 -1.670016 0.049 0.221 0.045 0.0013
H 6.147119 4.018999 -3.379188 -0.002 0.003 0.001 0.0000
H 0.410296 1.438955 4.224706 -0.022 0.035 -0.031 0.0005
C 2.056624 -0.902395 2.483510 -0.076 0.082 0.051 0.0162
C 2.517672 2.774658 -2.963991 0.106 -0.109 0.064 -0.0005
```
Forces are in eV/Å.


(3)
Density functional theory data (the ωB97M-V functional and the def2-TZVPD basis) for a structure of composition C30H40N2NaO5PSb2 at a distorted geometry.

Properties
- LUMO: 0.15 eV
- Gap between HOMO and LUMO: 7.945 eV
- HOMO: -7.794 eV

```
81
Properties=species:S:1:pos:R:3:forces:R:3:lowdin_charge:R:1
C 3.979865 5.071689 2.238059 0.022 -0.065 -0.032 -0.0939
O -4.226370 -0.398283 -0.179823 -0.120 -0.075 0.019 -0.3207
N 0.199888 -2.145782 -0.210464 0.127 -1.316 0.037 0.1011
H -1.805963 -0.719300 -2.952707 0.045 -0.042 0.037 0.0759
C 1.375059 -6.845146 -2.767457 0.000 0.011 -0.005 -0.0809
H -1.307859 3.974137 -2.213815 -0.008 0.005 0.044 0.0024
Sb 2.884177 0.081033 0.224781 0.358 0.179 -0.106 1.3766
Na -0.069951 -0.047215 -0.439053 0.515 0.648 -0.073 0.0105
H 2.231162 5.902593 1.336122 0.011 -0.019 -0.005 0.1056
C 0.733850 -6.614426 -3.975817 0.008 -0.002 0.027 -0.0934
H 4.948124 -0.027047 1.998423 0.005 -0.014 -0.030 -0.0028
H -0.266889 5.093350 1.593887 -0.009 -0.001 0.007 0.0070
C 3.156488 -1.013654 -1.607564 -0.079 -0.059 -0.023 -0.3032
C -0.013871 -5.189131 -1.684883 -0.091 0.043 0.032 -0.1169
C 3.756076 3.061331 0.281427 0.021 -0.060 -0.040 -0.2917
C -1.494048 4.059520 -1.142390 -0.023 -0.092 -0.007 -0.3144
H -0.495401 -5.974579 1.858082 -0.024 0.000 -0.018 0.1057
C -2.521954 -6.647421 1.924541 -0.021 0.026 -0.021 -0.0830
H 4.650870 -1.621166 1.271648 0.009 0.045 -0.005 -0.0014
H -2.505392 0.916479 -3.150776 -0.001 0.014 0.006 0.0901
N 0.647754 -4.245823 0.513613 -0.075 0.013 -0.003 0.1392
H 3.037851 2.144900 -1.554102 0.014 0.026 0.005 0.0377
H 1.266521 -4.969621 0.828508 0.097 0.016 -0.057 0.1314
H -1.726429 0.177100 2.833242 0.004 -0.016 -0.050 0.0860
C -2.506509 0.007726 -2.552273 -0.107 0.065 0.126 -0.0856
H 2.429758 -0.703853 -2.362060 0.038 -0.014 0.016 0.0007
O -1.720672 -2.593062 -1.394275 0.132 0.000 -0.008 -0.0387
H -4.604568 -7.146031 1.766871 0.020 0.023 -0.013 0.0993
C -3.777478 -6.592800 1.338753 0.027 0.002 -0.006 -0.0962
C -0.449104 -4.445199 -0.405822 0.047 -0.042 -0.021 -0.2539
C 1.663147 4.210358 -0.632665 0.041 -0.079 0.089 -0.3300
H -3.496016 0.315849 2.734968 -0.017 0.012 -0.037 0.0785
C -2.550874 0.785426 2.454645 0.021 -0.015 -0.049 -0.1279
H 2.170709 -7.577858 -2.703813 -0.028 0.024 -0.002 0.1023
H 4.668630 1.671319 -1.079101 -0.014 0.022 0.007 0.0615
C -1.462063 -5.938851 1.372237 -0.020 0.043 0.037 -0.0263
H 5.740340 4.020020 2.889682 -0.008 -0.004 -0.010 0.0996
H -4.746491 -2.412114 -0.382770 0.023 0.038 0.001 0.0756
C -2.902188 -5.121895 -0.359050 0.000 -0.042 -0.041 -0.0284
C -0.746219 -2.953834 -0.731048 0.057 0.077 -0.013 -0.4343
O -2.126637 0.399221 -1.220500 -0.150 -0.070 -0.062 -0.4180
C 1.091625 -2.944271 0.490833 -0.076 0.075 0.011 -0.5494
H -3.053333 -4.522421 -1.246706 0.005 -0.035 0.035 0.1009
H -0.794291 -5.487393 -4.973518 0.011 0.004 0.029 0.1027
H 0.365868 3.734504 2.550395 -0.019 0.009 -0.035 0.0092
C 2.951379 5.091293 1.311766 -0.006 -0.003 -0.015 -0.0702
H -1.460097 5.109180 -0.850633 -0.013 -0.010 -0.023 0.0042
H 5.538880 2.273863 1.166053 -0.025 0.027 0.008 0.1015
H -1.450322 -4.234521 -2.956245 0.022 -0.009 -0.003 0.1029
C 1.002515 -6.137635 -1.632795 -0.001 -0.023 0.014 -0.0261
C -0.285904 -5.675682 -4.035375 0.021 -0.006 0.016 -0.0737
C -1.638250 -5.170765 0.226217 0.047 0.048 0.016 -0.1203
H 4.161041 -0.829592 -1.990423 -0.020 0.011 0.003 0.0083
C -4.988024 -1.542809 0.231153 0.048 -0.102 -0.020 -0.1150
C -0.659675 -4.970422 -2.899770 0.000 -0.015 0.018 -0.0215
H 1.938051 3.924732 -1.648799 0.025 0.018 0.022 0.0511
C 4.741376 -0.554454 1.068250 -0.089 -0.031 0.094 -0.3158
H -2.363939 -7.238527 2.818515 0.003 0.013 -0.026 0.1013
H -2.509230 1.768644 2.916703 0.024 0.015 -0.042 0.0756
P -2.633435 -0.396997 0.130206 -0.727 0.207 0.262 0.8705
H -1.365859 3.809402 2.146247 0.052 0.013 -0.016 -0.0066
C 3.677061 1.926347 -0.698551 0.043 0.021 0.207 -0.3332
C 4.799783 3.067244 1.215686 -0.037 -0.006 -0.043 -0.0634
H 1.517947 -6.344408 -0.702150 -0.014 0.011 -0.047 0.1064
H -6.036105 -1.286483 0.106134 -0.011 0.034 -0.015 0.0850
H 3.025236 -2.078347 -1.412268 0.014 0.100 -0.002 0.0008
H 1.027798 -7.161887 -4.862749 -0.012 0.011 0.021 0.1002
H -4.939259 -5.774431 -0.269250 0.020 -0.001 0.001 0.1013
H 4.055610 5.852179 2.984332 -0.002 -0.004 -0.009 0.0985
Sb -0.017326 2.963742 -0.038083 0.136 0.436 -0.062 1.4098
H -4.805595 -1.793078 1.278183 0.014 0.021 -0.025 0.0788
C -3.961955 -5.824927 0.196066 0.025 0.014 0.013 -0.0795
C -0.357688 4.025406 1.789624 -0.038 -0.125 0.059 -0.3061
H 1.285096 5.232971 -0.661530 0.012 0.009 -0.005 0.0588
C 2.815945 4.106858 0.328024 -0.055 0.010 -0.047 -0.2894
C 4.918472 4.049006 2.185337 -0.058 -0.005 -0.059 -0.0904
H -2.478716 3.644720 -0.921396 0.055 0.032 -0.017 0.0022
O -2.456550 0.975940 1.036463 -0.082 -0.060 -0.001 -0.3941
H -3.505857 -0.423210 -2.555087 0.004 0.010 0.023 0.0849
O 2.129663 -2.576943 1.033880 -0.150 -0.013 -0.096 -0.0534
H 5.542440 -0.373993 0.352099 0.005 -0.009 0.004 0.0082
```
Forces are in eV/Å.


Question: Number 3 is which compound?
Answer: C30H40N2NaO5PSb2